# 1
{
  "formula": "C3FO3Pm",
  "method": "ωB97M-V/def2-TZVPD",
  "elements": ["C", "C", "O", "F", "Pm", "O", "C", "O"],
  "xyz": [[2.206, -0.192, -0.287], [0.996, -0.445, -0.667], [-0.154, -0.382, -1.009], [3.170, -1.108, 0.040], [2.964, 2.530, -0.198], [-2.430, -0.290, 1.661], [-2.976, -0.149, 0.642], [-3.777, 0.036, -0.182]],
  "spin_multiplicity": 5,
  "homo_energy_ev": [-6.6, -7.1],
  "largest_force_ha_per_bohr": 0.0445,
  "gap_ev": [6.07, 6.11]
}

# 2
{
  "formula": "BH22O9",
  "method": "ωB97M-V/def2-TZVPD",
  "elements": ["B", "H", "H", "H", "H", "O", "H", "H", "O", "H", "H", "O", "H", "H", "O", "H", "H", "O", "H", "H", "O", "H", "H", "O", "H", "H", "O", "H", "H", "O", "H", "H"],
  "xyz": [[22.161, -15.076, -7.443], [22.416, -15.789, -6.510], [22.454, -13.934, -7.203], [22.855, -15.555, -8.316], [21.022, -15.194, -7.797], [19.388, -13.719, -8.731], [18.519, -14.079, -8.523], [20.026, -14.341, -8.311], [20.659, -14.301, -5.073], [20.397, -13.481, -5.510], [21.094, -14.824, -5.802], [19.770, -16.940, -5.003], [20.465, -17.568, -5.254], [20.149, -16.080, -5.254], [22.877, -17.840, -7.590], [22.215, -18.502, -7.828], [22.429, -16.982, -7.707], [22.327, -18.177, -4.868], [22.996, -17.621, -4.447], [22.451, -17.994, -5.829], [22.147, -13.691, -10.395], [22.980, -13.435, -9.968], [21.735, -14.296, -9.760], [24.734, -13.838, -8.542], [23.902, -14.167, -8.100], [24.944, -14.526, -9.183], [21.545, -11.143, -8.363], [20.986, -10.417, -8.654], [21.106, -11.936, -8.711], [24.276, -15.865, -4.970], [23.620, -15.777, -5.702], [25.066, -15.428, -5.304]],
  "spin_multiplicity": 1,
  "homo_energy_ev": -7.3,
  "e_above_lowest_kcal_mol": 10.2,
  "largest_force_ha_per_bohr": 0.0285,
  "total_charge": -1,
  "gap_ev": 10.26
}

# 3
{
  "formula": "C18H60O12",
  "method": "ωB97M-V/def2-TZVPD",
  "elements": ["C", "C", "C", "O", "H", "H", "H", "H", "H", "H", "H", "H", "C", "C", "C", "O", "H", "H", "H", "H", "H", "H", "H", "H", "C", "C", "C", "O", "H", "H", "H", "H", "H", "H", "H", "H", "C", "C", "C", "O", "H", "H", "H", "H", "H", "H", "H", "H", "C", "C", "C", "O", "H", "H", "H", "H", "H", "H", "H", "H", "C", "C", "C", "O", "H", "H", "H", "H", "H", "H", "H", "H", "O", "H", "H", "O", "H", "H", "O", "H", "H", "O", "H", "H", "O", "H", "H", "O", "H", "H"],
  "xyz": [[2.983, -2.812, 4.391], [1.525, -2.548, 4.583], [1.249, -1.227, 5.304], [0.835, -2.684, 3.379], [3.179, -3.794, 3.819], [3.403, -2.850, 5.368], [3.524, -2.136, 3.709], [1.114, -3.424, 5.202], [0.210, -1.131, 5.516], [1.567, -0.378, 4.705], [1.721, -1.078, 6.276], [0.963, -1.906, 2.739], [-4.054, -3.424, 2.358], [-3.239, -2.297, 3.041], [-3.094, -2.452, 4.588], [-2.038, -2.179, 2.296], [-3.786, -3.287, 1.309], [-5.158, -3.277, 2.484], [-3.692, -4.414, 2.688], [-3.860, -1.479, 2.848], [-2.482, -1.628, 4.935], [-2.619, -3.446, 4.803], [-4.036, -2.470, 5.110], [-1.375, -1.627, 2.770], [2.273, 0.014, -5.141], [2.070, 0.634, -3.815], [1.252, -0.381, -3.030], [3.284, 0.828, -3.125], [1.330, -0.094, -5.664], [2.875, -0.934, -5.041], [2.811, 0.712, -5.718], [1.465, 1.508, -4.001], [0.923, 0.159, -2.070], [1.891, -1.273, -2.954], [0.360, -0.671, -3.543], [3.170, 1.128, -2.200], [-0.716, 4.748, -3.154], [-1.710, 3.659, -2.849], [-3.149, 3.964, -3.225], [-1.282, 2.392, -3.481], [-0.889, 5.600, -2.491], [-0.790, 5.090, -4.196], [0.256, 4.326, -2.916], [-1.741, 3.620, -1.746], [-3.709, 3.055, -3.031], [-3.251, 4.237, -4.267], [-3.678, 4.843, -2.794], [-0.960, 1.872, -2.738], [4.833, -0.131, 0.607], [3.794, 0.943, 0.894], [4.121, 2.389, 0.831], [2.812, 0.704, -0.103], [5.796, 0.000, 1.076], [4.973, -0.194, -0.455], [4.362, -1.018, 0.950], [3.462, 0.816, 1.943], [4.871, 2.781, 1.570], [3.159, 2.892, 1.065], [4.334, 2.767, -0.143], [2.494, -0.189, 0.012], [-2.721, -1.167, -0.867], [-2.317, 0.239, -0.856], [-3.211, 1.250, -0.164], [-0.965, 0.241, -0.197], [-1.810, -1.752, -1.106], [-3.531, -1.261, -1.559], [-2.916, -1.551, 0.158], [-2.165, 0.606, -1.897], [-3.137, 1.004, 0.888], [-4.230, 1.080, -0.534], [-3.055, 2.317, -0.288], [-0.707, 1.170, -0.199], [0.859, 2.659, -0.672], [1.349, 1.866, -0.511], [1.345, 3.060, -1.402], [-3.386, 0.797, -4.745], [-2.664, 1.402, -4.697], [-3.923, 1.017, -5.534], [-1.212, 4.332, 0.571], [-0.671, 3.609, 0.614], [-0.656, 5.044, 0.264], [1.932, -4.085, -0.748], [1.112, -4.335, -0.267], [2.567, -4.275, -0.055], [1.031, -1.400, 0.762], [0.287, -0.852, 0.431], [1.177, -2.162, 0.196], [-0.536, -4.082, 0.779], [-1.473, -3.929, 0.766], [-0.307, -3.687, 1.592]],
  "spin_multiplicity": 1,
  "homo_energy_ev": -9.9,
  "e_above_lowest_kcal_mol": 21.1,
  "largest_force_ha_per_bohr": 0.0727,
  "gap_ev": 10.24,
  "smiles": "CC(C)O.CC(C)O.CC(C)O.CC(C)O.CC(C)O.CC(C)O.O.O.O.O.O.O"
}

# 4
{
  "formula": "C2H3N3",
  "method": "ωB97M-V/def2-TZVPD",
  "elements": ["C", "C", "N", "N", "N", "H", "H", "H"],
  "xyz": [[1.014, -0.089, -0.074], [-0.088, 0.708, -0.101], [-1.173, -0.191, -0.145], [-0.697, -1.440, 0.016], [0.596, -1.386, -0.036], [2.062, 0.168, -0.098], [-0.228, 1.781, -0.241], [-1.487, 0.450, 0.678]],
  "spin_multiplicity": 1,
  "homo_energy_ev": -10.3,
  "e_above_lowest_kcal_mol": 54.8,
  "largest_force_ha_per_bohr": 0.0785,
  "gap_ev": 11.11,
  "smiles": "c1c[nH]nn1"
}

# 5
{
  "formula": "C21H35N3OS",
  "method": "ωB97M-V/def2-TZVPD",
  "elements": ["C", "C", "C", "C", "N", "C", "S", "N", "C", "C", "C", "N", "C", "O", "C", "C", "C", "C", "C", "C", "C", "C", "C", "C", "C", "C", "H", "H", "H", "H", "H", "H", "H", "H", "H", "H", "H", "H", "H", "H", "H", "H", "H", "H", "H", "H", "H", "H", "H", "H", "H", "H", "H", "H", "H", "H", "H", "H", "H", "H", "H"],
  "xyz": [[5.544, -4.986, -3.357], [4.491, -3.919, -3.080], [4.723, -2.691, -3.957], [4.519, -3.549, -1.589], [3.487, -2.613, -1.209], [2.213, -2.996, -0.964], [1.832, -4.609, -0.863], [1.262, -2.031, -0.816], [-0.052, -2.406, -0.335], [-0.123, -2.277, 1.189], [0.260, -0.869, 1.645], [-0.794, 0.070, 1.304], [-0.910, 1.260, 1.931], [-0.113, 1.614, 2.778], [-2.094, 2.147, 1.536], [-2.960, 1.619, 0.391], [-4.096, 2.609, 0.112], [-4.961, 2.762, 1.362], [-4.101, 3.293, 2.508], [-3.519, 4.652, 2.124], [-2.661, 4.498, 0.870], [-3.519, 3.968, -0.278], [-1.524, 3.518, 1.144], [-2.967, 2.311, 2.789], [1.593, -0.446, 1.011], [1.548, -0.644, -0.505], [6.539, -4.609, -3.127], [5.521, -5.278, -4.404], [5.359, -5.869, -2.750], [3.502, -4.332, -3.301], [5.676, -2.223, -3.715], [3.929, -1.957, -3.826], [4.741, -2.977, -5.006], [4.375, -4.454, -0.994], [5.483, -3.102, -1.332], [3.662, -1.655, -1.467], [-0.784, -1.755, -0.824], [-0.248, -3.437, -0.631], [0.575, -2.993, 1.624], [-1.126, -2.527, 1.537], [0.374, -0.836, 2.735], [-1.469, -0.214, 0.616], [-3.399, 0.653, 0.655], [-2.361, 1.500, -0.517], [-4.709, 2.223, -0.711], [-5.395, 1.797, 1.637], [-5.783, 3.452, 1.161], [-4.716, 3.399, 3.408], [-2.911, 5.039, 2.943], [-4.326, 5.364, 1.938], [-2.239, 5.471, 0.593], [-4.330, 4.666, -0.492], [-2.914, 3.871, -1.183], [-0.891, 3.881, 1.956], [-0.898, 3.412, 0.253], [-3.376, 1.339, 3.080], [-2.344, 2.672, 3.609], [2.396, -1.054, 1.431], [1.784, 0.599, 1.255], [0.743, -0.039, -0.934], [2.482, -0.311, -0.958]],
  "spin_multiplicity": 1,
  "homo_energy_ev": -8.0,
  "e_above_lowest_kcal_mol": 0.0,
  "largest_force_ha_per_bohr": 0.0162,
  "gap_ev": 8.46,
  "smiles": "CC(C)CNC(=S)N1CCC(NC(=O)[C@]23C[C@H]4C[C@H](C[C@H](C4)C2)C3)CC1"
}